Entry 1:
Here is a 3-piece molecular cluster, C23H46F3NO6PS2 overall from OMol25. Energies are from wB97M-V/def2-TZVPD.

The orbital gap is 9.2 eV. The calculation puts the relative energy (zero: lowest compared OMol25 entry of this formula, charge and spin) at 0.0 kJ/mol. The calculation puts the largest force on an atom at 0.0061 Eh/bohr. The total charge is +1.

Last column: Löwdin charge in e.
CARTESIAN COORDINATES (ANGSTROEM)
C -2.0951 -2.5038 -5.4654  -0.056
C -0.7178 -2.0526 -4.9464  -0.178
C -0.8531 -0.8184 -4.0581  -0.237
C -0.9019 0.5060 -4.8265  -0.413
P -2.0686 1.7273 -4.0358  0.934
C -1.7641 3.1545 -5.1319  -0.282
C -3.6460 1.0785 -4.7318  -0.285
O 0.4298 1.0523 -4.7385  -0.051
C 1.2167 0.3814 -3.8219  -0.157
C 1.8716 1.4303 -2.8919  -0.576
F 3.0019 0.9609 -2.3744  0.174
F 1.0425 1.7340 -1.8787  0.152
F 2.1405 2.5324 -3.5672  0.206
N 0.2962 -0.5482 -3.0853  0.037
C 0.9050 -1.7856 -2.4524  -0.079
C 1.6079 -1.5046 -1.1284  -0.159
C 0.7444 -1.8731 0.0789  -0.190
C 1.4737 -1.6101 1.3953  -0.187
C 1.5184 -0.1362 1.8024  -0.164
C 0.1539 0.4781 2.0476  -0.251
O 0.3294 1.7757 2.5678  -0.188
C -0.7954 2.6083 2.3755  -0.101
H -2.8770 -1.7741 -5.2472  0.062
H -2.3955 -3.4484 -5.0150  0.084
H -2.0831 -2.6436 -6.5443  0.086
H -0.2442 -2.8724 -4.4158  0.099
H -0.0636 -1.8136 -5.7885  0.127
H -1.7404 -0.9068 -3.4248  0.150
H -1.1038 0.3215 -5.8844  0.141
H -1.9396 2.9487 -6.1885  0.056
H -2.4438 3.9457 -4.8089  0.046
H -0.7444 3.5137 -4.9944  0.040
H -4.1621 0.4621 -3.9949  0.036
H -4.2814 1.9413 -4.9388  0.046
H -3.5294 0.5221 -5.6633  0.041
H 2.0163 -0.1977 -4.2961  0.190
H -0.1144 -0.0088 -2.3136  0.171
H 0.0544 -2.4443 -2.2823  0.132
H 1.5480 -2.2380 -3.2031  0.137
H 1.8630 -0.4480 -1.0459  0.090
H 2.5547 -2.0456 -1.0984  0.135
H 0.4355 -2.9211 0.0098  0.111
H -0.1674 -1.2651 0.0438  0.108
H 1.0260 -2.1913 2.1992  0.082
H 2.5028 -1.9703 1.3007  0.122
H 2.0658 0.4701 1.0720  0.111
H 2.0770 -0.0549 2.7376  0.126
H -0.4046 -0.1460 2.7602  0.139
H -0.4430 0.5387 1.1249  0.106
H -0.6049 3.5431 2.9020  0.067
H -0.9417 2.8194 1.3075  0.084
H -1.7055 2.1612 2.7906  0.095
C -2.0434 -6.6060 3.5619  -0.215
C -1.6007 -6.8079 2.1057  -0.211
C -0.9706 -5.4910 1.6373  -0.229
S -0.2893 -4.7135 3.1173  0.651
O -0.9980 -3.4779 3.3456  -0.326
O 1.1500 -4.7070 3.0452  -0.324
C -0.8632 -5.9532 4.2718  -0.224
H -2.3148 -7.5474 4.0361  0.119
H -2.9127 -5.9468 3.6047  0.121
H -0.8611 -7.6088 2.0560  0.119
H -2.4349 -7.0904 1.4656  0.115
H -0.1564 -5.6286 0.9293  0.096
H -1.7104 -4.8000 1.2362  0.100
H -1.1135 -5.4547 5.2054  0.112
H -0.0400 -6.6503 4.4255  0.111
C 2.8111 5.1325 3.8883  -0.220
C 2.5971 6.6381 3.6746  -0.213
C 1.1900 6.9754 4.1798  -0.218
S 0.8293 5.7757 5.4756  0.660
O -0.2595 4.9390 5.0352  -0.328
O 0.7710 6.4239 6.7577  -0.315
C 2.3520 4.8454 5.3129  -0.227
H 3.8523 4.8475 3.7439  0.115
H 2.2055 4.5579 3.1834  0.112
H 3.3389 7.1968 4.2480  0.118
H 2.7113 6.9193 2.6287  0.112
H 1.1063 7.9686 4.6135  0.103
H 0.4307 6.8411 3.4119  0.101
H 2.1313 3.8002 5.5163  0.108
H 3.0486 5.2372 6.0537  0.109

Atoms 1-2, force components in eV/Å:
C -0.03 0.07 -0.06
C 0.27 0.14 -0.09

---

Entry 2:
Here is a 2-piece molecular cluster, C4H4BrCl overall at a distorted geometry from OMol25. Energies are from wB97M-V/def2-TZVPD.

The orbital gap is 7.8 eV. The calculation puts the relative energy (zero: lowest compared OMol25 entry of this formula, charge and spin) at 460.8 kJ/mol. The calculation puts the largest force on an atom at 0.0286 Eh/bohr.

Last column: Löwdin charge in e.
CARTESIAN COORDINATES (ANGSTROEM)
C 0.5598 0.3363 1.1566  -0.148
C 0.5861 0.6551 -0.3284  -0.099
C -1.9191 0.1902 -1.0924  -0.478
C 1.3160 -0.3518 0.0720  -0.738
Cl 2.4125 -1.5826 -0.2154  0.710
Br -2.4873 -1.1310 0.0435  0.632
H -0.3165 -0.1400 1.5870  0.033
H 1.0863 0.9782 1.8549  0.081
H 0.3003 1.3557 -1.0729  0.081
H -1.5381 -0.3101 -2.0050  -0.074

Atoms 1-2, force components in eV/Å:
C 0.18 -0.14 -0.07
C 0.81 -1.07 0.45

---

no.,E_tot (hartree)
1,-2847.2221
2,-3188.7820